Entry 1:
This record from the Open Molecules 2025 dataset describes a molecular structure, C19H44F5I2KN6O4P2SiTe at a distorted geometry. The level of theory is wB97M-V/def2-TZVPD.

Each line ends with the Mulliken charge.
Atoms and positions in Å:
K -0.57657 -0.95556 0.60156  2.0241
C -1.01027 -0.90131 -5.26382  -0.8528
N -0.50701 -1.46364 -4.02794  0.2203
C 0.95370 -1.35843 -3.89990  -0.9488
P -1.31563 -1.24475 -2.58339  -0.3550
O -0.70401 -2.00329 -1.50763  -0.6415
O -1.31157 0.40496 -2.35178  0.3366
P -0.13536 1.16147 -1.53910  -0.5857
O 0.82838 0.28672 -0.89006  -0.6355
N -1.01747 2.13136 -0.52866  1.6092
C -0.20273 2.93977 0.37476  -1.4582
C -2.33303 2.66025 -0.81319  -1.0346
N 0.59611 2.04466 -2.77773  0.6431
C 1.97251 2.46320 -2.53785  -1.0206
C -0.20617 3.00435 -3.50639  -1.0274
N -2.91807 -1.53750 -2.84507  0.3798
C -3.78754 -0.57260 -3.49057  -1.0474
C -3.59681 -2.38193 -1.85061  -0.9945
H -0.41382 -1.29837 -6.08762  0.3799
H -0.94316 0.19671 -5.29564  0.1613
H -2.04534 -1.20458 -5.41759  0.3001
H 1.42083 -1.93568 -4.70117  0.4391
H 1.27149 -1.77084 -2.94418  0.2109
H 1.29702 -0.31836 -3.95760  0.1963
H 0.69707 2.38535 0.65232  0.1546
H -0.75640 3.12536 1.29692  0.3901
H 0.06832 3.90777 -0.07497  0.2741
H -2.84360 2.02536 -1.53533  0.1220
H -2.29300 3.68614 -1.20584  0.2127
H -2.91774 2.67392 0.11088  0.3694
H 2.46050 1.72640 -1.90288  0.2209
H 2.02790 3.44297 -2.04494  0.3137
H 2.50606 2.52536 -3.49161  0.3207
H -1.21529 2.61253 -3.63982  0.1796
H 0.23552 3.17226 -4.49326  0.3841
H -0.27292 3.97505 -2.99452  0.2239
H -3.21064 0.16600 -4.04410  0.3243
H -4.40049 -0.04080 -2.75375  0.2910
H -4.46285 -1.08402 -4.18412  0.3306
H -2.86720 -2.90687 -1.23624  0.1589
H -4.23837 -3.10728 -2.35910  0.3557
H -4.20739 -1.77996 -1.17246  0.3713
C -3.24055 0.36403 2.41487  -0.8638
C -2.02057 1.00800 3.01806  0.1563
C -2.13976 1.89655 4.08118  -0.9059
C -0.96437 2.43746 4.61362  -0.6221
C 0.24944 2.10259 4.07411  -0.7961
C 0.31398 1.21006 2.95339  -0.0746
N -0.84914 0.68618 2.46727  0.8976
N 1.42314 0.90608 2.29449  0.4527
Si 3.04404 1.22413 2.55571  -0.1696
C 3.51705 3.05345 2.19718  -1.0913
C 3.75042 0.85419 4.29106  -1.1295
C 4.04927 0.20170 1.32326  -0.4290
H -4.15523 0.82847 2.78729  0.4764
H -3.25866 -0.69647 2.66589  0.1427
H -3.20174 0.43054 1.32564  -0.0852
H -3.10909 2.14478 4.49454  0.3889
H -1.02329 3.12531 5.45254  0.3541
H 1.17810 2.51022 4.45671  0.2606
H 2.94473 3.74392 2.82480  0.3121
H 3.28033 3.28968 1.15396  0.2323
H 4.58059 3.26016 2.35254  0.3743
H 3.32679 1.51810 5.04986  0.2969
H 4.83954 0.94252 4.33689  0.3405
H 3.48234 -0.16917 4.56931  0.2965
H 3.69518 0.38882 0.30620  -0.0540
H 3.91129 -0.86432 1.51626  -0.0854
H 5.12063 0.42510 1.36120  0.3512
I 1.82203 -3.32102 1.45921  0.6470
C 3.88412 -4.20737 0.57383  -1.3206
I 4.10482 -3.57242 -1.47714  -0.1721
H 4.07160 -5.28195 0.55525  0.4799
H 4.70588 -3.71373 1.09740  0.3762
C 0.95176 -4.66003 0.06344  -0.5726
H 1.66817 -5.39343 -0.28857  0.4366
H 0.54912 -4.05095 -0.74083  -0.1599
H 0.13249 -5.11227 0.62006  0.3130
F -3.45952 -2.92097 3.16299  -0.5922
Te -1.38845 -2.76090 3.09475  1.2063
F -1.89173 -3.71115 4.84754  -0.5740
F -1.63048 -4.50063 2.34692  -0.4764
F -2.27286 -2.18613 1.12333  -0.7535
F 0.29875 -3.66739 3.88015  -0.6457
O 0.08484 -2.61387 1.65780  -0.5150

Atoms 1-6, force components in eV/Å:
K 0.157 3.750 -1.291
C -0.066 -0.062 0.066
N 0.114 0.191 0.288
C 0.023 -0.061 0.020
P -0.334 0.215 -1.011
O -0.020 -0.750 -0.859

The calculation puts the strongest force on any atom at 4.0 eV/Å. The calculation puts the HOMO energy at -0.0636 Eh. The total charge is -2. The multiplicity is 1. Its relative energy (zero: lowest compared OMol25 entry of this formula, charge and spin) is 0.000 eV. As for the LUMO energy: 3.414 eV. The frontier orbital gap comes out at 5.14 eV.

=====

Entry 2:
This record from the Open Molecules 2025 dataset describes a molecular structure, C19H44N4O2P2SiW at a distorted geometry. The level of theory is wB97M-V/def2-TZVPD.

Each line ends with the Mulliken charge.
Atoms and positions in Å:
W -0.12045 0.04564 -0.29250  0.8016
Si 2.26956 0.27183 -0.66756  0.4155
P -0.52717 0.48203 -2.52849  0.8853
N -0.20337 -1.87678 -0.26005  0.5300
H -0.14774 2.17264 1.54982  -1.2871
C -2.28933 0.82068 -2.80837  -1.1692
H -2.42482 1.05604 -3.87453  0.4640
H -2.59469 1.67468 -2.18249  0.3013
H -2.88091 -0.06398 -2.53225  0.3958
C 0.27008 1.98328 -3.19346  -1.1102
H -0.10799 2.10540 -4.21866  0.4931
H 1.36103 1.86667 -3.20091  0.3257
H -0.00541 2.85258 -2.57664  0.2615
C -0.08246 -0.87300 -3.67021  -1.1548
H -0.27805 -0.53509 -4.69836  0.4772
H -0.69371 -1.75581 -3.43669  0.3428
H 0.97677 -1.13594 -3.55342  0.2985
C 2.96418 2.01698 -0.36018  -1.2570
H 2.69150 2.40689 0.62723  0.2478
H 2.60394 2.70161 -1.13715  0.4021
H 4.06021 1.95997 -0.42717  0.4544
H 3.17580 -0.61595 0.12764  -0.2150
H 2.67055 -0.01108 -2.08672  -0.1161
C -0.12530 -3.15924 -0.50156  -0.0170
C -1.14893 -5.39742 -0.45931  -0.7135
C -1.26091 -4.02888 -0.26677  0.0317
C 1.09545 -3.76572 -0.98545  0.0852
C 1.16908 -5.13967 -1.16676  -0.7318
C 0.05987 -5.95480 -0.90466  -0.3003
H -2.01358 -6.03519 -0.25624  0.4107
H -2.18391 -3.55204 0.07321  0.4654
H 1.94391 -3.09713 -1.17331  0.3292
H 2.10807 -5.58087 -1.51446  0.4085
H 0.13641 -7.03425 -1.04832  0.4289
C -0.78375 2.74409 0.80525  2.7873
O -0.95960 1.84081 -0.24359  -0.5219
C -2.15742 3.13220 1.39745  -1.4812
H -2.31926 4.21331 1.26204  0.4744
H -2.20635 2.93545 2.47700  0.1882
H -2.98044 2.60642 0.88824  0.2712
C -0.07211 3.99885 0.26820  -1.5994
H -0.66052 4.40295 -0.56913  0.4246
H 0.94644 3.78760 -0.08194  0.1592
H -0.01041 4.76100 1.05713  0.4847
C 2.04056 1.83336 3.77611  -0.9620
N 1.68564 0.45854 4.18576  -0.1115
C 2.91584 -0.35426 4.30775  -1.0368
P 0.50156 -0.26275 3.24046  -0.0495
O 0.94936 -0.27106 1.81648  -0.9726
N 0.35256 -1.78673 3.87607  0.3803
C -0.26926 -2.87355 3.11071  -0.6306
C 0.18282 -1.96939 5.31592  -1.1699
N -0.90779 0.62380 3.38862  0.6163
C -1.23867 1.18626 4.70111  -1.0816
C -2.08306 0.06331 2.68713  -0.7972
H 2.45924 1.86270 2.75212  0.2062
H 2.81578 2.18869 4.47064  0.4874
H 1.18127 2.50886 3.83790  0.2491
H 2.69575 -1.33310 4.73697  0.3756
H 3.41731 -0.48870 3.33278  0.2762
H 3.60385 0.18562 4.97456  0.3770
H -0.12719 -2.74682 2.02807  -0.2104
H 0.19986 -3.81542 3.42378  0.4705
H -1.34845 -2.94855 3.32087  0.3180
H 0.49825 -2.99132 5.56039  0.3807
H 0.80109 -1.26609 5.88561  0.4035
H -0.87065 -1.85822 5.62046  0.2823
H -0.36177 1.65920 5.15574  0.4090
H -2.01030 1.95405 4.56046  0.3650
H -1.63087 0.42084 5.38936  0.2665
H -2.80705 0.87328 2.54558  0.4181
H -1.82514 -0.32913 1.68089  0.0547
H -2.53980 -0.74929 3.27695  0.3149

Atoms 1-6, force components in eV/Å:
W -1.799 -2.973 5.611
Si 3.369 0.517 -0.615
P 0.453 0.187 -3.612
N 0.138 5.824 -1.507
H -0.575 1.174 -0.276
C -0.388 -0.135 0.506

The calculation puts the strongest force on any atom at 6.6 eV/Å. The calculation puts the HOMO energy (spin up / spin down) at -0.5237 / -0.5237 Eh. The total charge is +2. The multiplicity is 1. Its relative energy (zero: lowest compared OMol25 entry of this formula, charge and spin) is 0.000 eV. As for the LUMO energy (spin up / spin down): -8.650 / -8.664 eV. The frontier orbital gap (spin up / spin down) comes out at 5.60 / 5.59 eV.

=====

Entry 3:
This record from the Open Molecules 2025 dataset describes 4 unconnected molecules or ions with the total composition C19H44O13PS at a distorted geometry. The level of theory is wB97M-V/def2-TZVPD.

Each line ends with the Mulliken charge.
Atoms and positions in Å:
O -1.21856 0.44962 -1.76648  -0.6916
C -1.39511 -0.36835 -2.70935  0.5757
O -1.83830 0.02834 -3.83337  -0.6563
P -0.90368 -2.13850 -2.31417  0.4797
O 0.41451 -2.01837 -1.26118  -0.3858
O -2.08373 -3.00246 -1.45312  -0.4445
S -0.38904 -3.21640 -3.83247  -0.4766
H 0.12758 -1.37881 -0.56985  0.3140
H -1.70903 -3.19122 -0.57107  0.3007
C 5.92637 -2.31060 2.52948  -0.8069
O 5.84760 -1.76402 1.22986  -0.2724
C 4.74428 -2.25805 0.47723  -0.5965
C 4.05872 -1.14577 -0.30379  -0.2685
O 3.34303 -0.20207 0.48946  -0.3986
C 4.09954 0.67413 1.31878  -0.3221
C 4.95346 1.69219 0.57896  -0.5567
O 6.07775 1.06983 -0.03401  -0.2892
C 6.34752 1.55896 -1.33314  -0.8217
H 6.32758 -3.32822 2.48782  0.3204
H 6.59808 -1.68358 3.11758  0.2297
H 4.94845 -2.31229 3.02157  0.3651
H 4.00960 -2.74987 1.12235  0.3573
H 5.13776 -2.99693 -0.23036  0.3634
H 3.30558 -1.61316 -0.94393  0.4538
H 4.75210 -0.64181 -0.97665  0.0561
H 4.68288 0.11178 2.04672  0.0960
H 3.35267 1.23262 1.89323  0.4012
H 5.33826 2.42845 1.29298  0.3820
H 4.33680 2.20900 -0.16409  0.3635
H 5.43933 1.59867 -1.94183  0.3876
H 7.04744 0.87123 -1.81003  0.2274
H 6.80743 2.55052 -1.27474  0.3167
C -3.88049 -7.30613 4.62235  -0.8212
O -3.38169 -5.99266 4.77507  -0.2787
C -2.01580 -5.86323 4.40432  -0.5774
C -1.77127 -4.58545 3.61193  -0.2928
O -2.32682 -4.56850 2.30102  -0.4264
C -3.75048 -4.52005 2.20062  -0.3286
C -4.39038 -3.22958 2.68747  -0.5425
O -4.33988 -3.13617 4.10857  -0.2823
C -4.01487 -1.84007 4.57166  -0.8200
H -3.53103 -7.94065 5.44283  0.3151
H -4.96971 -7.25640 4.64573  0.2310
H -3.58262 -7.73675 3.66122  0.3800
H -1.67913 -6.72174 3.81472  0.3581
H -1.42909 -5.82384 5.33008  0.3716
H -0.69114 -4.49354 3.46708  0.4419
H -2.07401 -3.70222 4.17396  0.0852
H -4.19767 -5.39602 2.66712  0.0537
H -3.96351 -4.60437 1.13002  0.4743
H -5.44599 -3.21869 2.39821  0.3794
H -3.88669 -2.37697 2.21973  0.3540
H -3.15060 -1.43055 4.03993  0.3842
H -3.75872 -1.91799 5.62950  0.2236
H -4.87589 -1.17383 4.46271  0.3192
C -0.53581 3.45469 -1.57848  -0.7134
O -0.62445 4.03459 -2.86845  -0.3190
C -1.73650 3.55628 -3.61719  -0.4808
C -2.42680 4.68934 -4.36369  -0.2320
O -3.13184 5.62156 -3.54010  -0.4762
C -2.35906 6.47393 -2.70212  -0.2868
C -1.50700 7.50404 -3.42913  -0.5358
O -0.39482 6.89091 -4.07011  -0.2555
C -0.13721 7.40748 -5.35847  -0.8347
H -0.14050 2.44162 -1.65136  0.2730
H 0.14309 4.06721 -0.97921  0.2438
H -1.50978 3.44258 -1.07926  0.3393
H -2.46233 3.05086 -2.97508  0.2931
H -1.35493 2.83223 -4.34369  0.3729
H -3.18894 4.23879 -5.00505  0.4143
H -1.73855 5.20637 -5.03319  0.0611
H -1.77052 5.89130 -1.99498  0.0767
H -3.09518 7.02472 -2.10536  0.4103
H -1.10862 8.22112 -2.70269  0.3798
H -2.12964 8.04241 -4.15286  0.3417
H -1.05255 7.46652 -5.95595  0.3806
H 0.55283 6.72673 -5.85899  0.2295
H 0.32973 8.39526 -5.28282  0.3139

Atoms 1-6, force components in eV/Å:
O 0.496 -1.764 0.831
C -1.570 4.041 -1.382
O 0.912 -2.597 1.529
P 0.866 -1.794 -0.231
O -2.358 0.358 -0.117
O 1.474 1.486 0.160

The calculation puts the strongest force on any atom at 4.6 eV/Å. The calculation puts the HOMO energy at -0.1834 Eh. The total charge is -1. The multiplicity is 1. Its relative energy (zero: lowest compared OMol25 entry of this formula, charge and spin) is 0.000 eV. As for the LUMO energy: 2.337 eV. The frontier orbital gap comes out at 7.33 eV.

=====

Entry 4:
This record from the Open Molecules 2025 dataset describes a molecular structure, C19H45Br3N2O10P2 at a distorted geometry. The level of theory is wB97M-V/def2-TZVPD.

Each line ends with the Mulliken charge.
Atoms and positions in Å:
C 20.74447 -18.25304 6.92414  0.0975
O 21.71746 -17.94002 7.61038  -0.5632
N 20.14760 -19.52442 6.84288  0.1514
C 20.34156 -20.50698 7.84097  -0.9696
C 19.06345 -19.62629 5.99151  -1.0532
H 20.25327 -17.50903 6.27809  0.2746
H 19.74687 -21.40380 7.66730  0.4018
H 20.19185 -20.10080 8.84132  0.3061
H 21.36394 -20.86661 7.95719  0.3125
H 18.17952 -19.85500 6.58687  0.4395
H 18.81751 -18.70800 5.45827  0.2989
H 19.18573 -20.40048 5.23403  0.2837
C 11.17919 -19.47271 7.80667  0.1084
O 11.75613 -18.66777 6.99632  -0.6121
N 11.78632 -20.18467 8.75649  0.0869
C 11.22258 -21.50226 9.22632  -0.9106
C 13.27877 -19.90952 9.06278  -0.8743
H 10.18487 -19.90942 7.62549  0.3346
H 12.02505 -22.20274 9.45756  0.3231
H 10.52260 -21.96558 8.53101  0.3480
H 10.62000 -21.37426 10.12555  0.3116
H 13.58486 -18.91140 8.74946  0.3125
H 13.49812 -19.90897 10.13048  0.3439
H 13.76842 -20.64382 8.42314  0.2526
C 14.43956 -19.98903 5.45004  -0.0854
Br 13.18958 -19.99570 3.89591  0.1846
Br 15.93022 -18.75270 5.03538  -0.0318
Br 15.16802 -21.71609 5.97264  -0.0591
H 13.83477 -19.45758 6.18480  0.0449
C 10.42017 -18.31483 3.16122  -0.6768
C 8.89266 -18.12540 3.20595  -0.5783
O 8.26815 -18.70000 2.01384  0.0185
P 7.37683 -17.74959 1.00407  0.7820
O 8.07375 -16.48797 0.63392  -0.7652
O 6.96443 -18.77203 -0.22741  -0.2149
C 7.88278 -18.92149 -1.29449  0.2753
C 7.61077 -17.99599 -2.42509  -1.3619
O 5.91117 -17.58868 1.87715  -0.4210
C 5.46155 -18.69383 2.65918  0.3163
C 4.04759 -18.91844 2.47283  -1.3055
H 10.71171 -17.87665 4.11574  0.4342
H 10.67467 -19.36777 3.28228  -0.2769
H 11.06802 -17.94500 2.36648  0.4584
H 8.40791 -18.54886 4.08560  0.2477
H 8.66968 -17.06055 3.27285  0.5512
H 8.88851 -18.85349 -0.87977  -0.1461
H 7.87208 -19.96392 -1.61278  0.3618
H 8.42149 -17.76269 -3.11531  0.3493
H 6.82245 -18.20138 -3.14929  0.3660
H 7.18321 -17.04753 -2.09996  0.3215
H 6.01025 -19.61931 2.48447  -0.0528
H 5.86818 -18.41261 3.63061  0.2978
H 4.02172 -19.34889 1.47176  0.2858
H 3.73119 -19.67331 3.19267  0.3553
H 3.47009 -18.00003 2.36749  0.3382
C 6.23402 -23.94157 1.89000  -0.9908
C 6.39020 -23.35228 0.47358  -0.3902
O 7.33473 -22.28257 0.56837  -0.1626
P 8.91257 -22.52587 0.33615  0.4303
O 9.17656 -23.39058 -0.84281  -0.7839
O 9.31503 -23.23503 1.79735  -0.4888
C 9.17129 -22.71362 3.12091  0.6634
C 10.44512 -22.86544 3.78638  -1.1563
O 9.68898 -21.10609 0.48273  0.4418
C 10.85780 -20.90391 -0.27362  -0.4761
C 11.71952 -19.90991 0.50322  -0.6529
H 5.94877 -23.23429 2.66878  0.2454
H 5.62944 -24.82122 2.11093  0.4435
H 7.20214 -24.38148 2.12942  0.2129
H 6.82468 -24.09023 -0.20078  0.3442
H 5.43763 -23.03411 0.04991  0.3229
H 8.79728 -21.70280 2.95822  -0.3061
H 8.37664 -23.25043 3.63904  0.2831
H 10.42830 -22.49167 4.81015  0.3364
H 10.78599 -23.90075 3.79313  0.3588
H 11.17343 -22.17744 3.35706  0.1067
H 11.29228 -21.87090 -0.52710  0.5151
H 10.56205 -20.46251 -1.22535  0.2750
H 12.42751 -19.66003 -0.28698  0.4436
H 11.07704 -19.04453 0.66579  -0.0315
H 12.29165 -20.22503 1.37584  -0.0017

Atoms 1-6, force components in eV/Å:
C 1.212 -0.925 1.008
O -1.578 -0.830 -0.703
N 2.465 3.259 0.268
C 1.048 -0.863 1.356
C -2.342 -0.681 -0.996
H -0.012 -0.197 -0.118

The calculation puts the strongest force on any atom at 4.2 eV/Å. The calculation puts the HOMO energy at -0.3379 Eh. The multiplicity is 1. Its relative energy (zero: lowest compared OMol25 entry of this formula, charge and spin) is 3.768 eV. As for the LUMO energy: -0.483 eV. The frontier orbital gap comes out at 8.71 eV.

=====

Question: The highest strongest force on any atom belongs to which entry?
Answer: C19H44N4O2P2SiW